Entry 1:
{"formula": "C14H17IrN3O2SSe3SiTe", "method": "wB97M-V/def2-TZVPD", "orbital_gap_ev": [5.729, 5.708], "charge": -1, "multiplicity": 1, "elements": ["Ir", "Se", "Se", "Te", "Se", "O", "N", "N", "O", "C", "C", "C", "C", "C", "C", "H", "H", "H", "H", "H", "C", "Si", "C", "C", "C", "C", "C", "C", "N", "C", "S", "H", "H", "H", "H", "H", "H", "H", "H", "H", "H", "H", "H"], "coordinates": [[0.2100, 0.5023, 2.8321], [2.1812, -0.0201, 4.2198], [2.4033, 1.2127, 6.2430], [0.1092, 2.1871, 6.6183], [-0.9921, 1.8871, 4.3440], [-0.7723, -1.4372, 4.1604], [-1.3012, -2.2644, 3.4158], [-1.1429, -2.0548, 2.1447], [-0.4382, -1.0412, 1.6051], [-1.7306, -2.9503, 1.2252], [-1.6176, -2.6778, -0.1341], [-2.1885, -3.5478, -1.0513], [-2.8659, -4.6800, -0.6286], [-2.9702, -4.9406, 0.7325], [-2.4080, -4.0875, 1.6648], [-1.0892, -1.7900, -0.4452], [-2.0997, -3.3310, -2.1086], [-3.3090, -5.3546, -1.3493], [-3.4959, -5.8224, 1.0763], [-2.4872, -4.2879, 2.7217], [1.7611, 3.9904, -2.7122], [0.5699, 2.5856, -2.3293], [0.3857, 1.5061, -3.8611], [-1.1011, 3.2922, -1.8766], [1.3499, 1.5284, -0.9835], [2.5456, 0.8806, -1.2730], [3.1945, 0.0731, -0.3432], [2.6274, -0.0802, 0.9039], [1.5011, 0.5534, 1.2166], [0.8532, 1.3359, 0.3150], [-0.5675, 1.9382, 1.0966], [1.3815, 4.6229, -3.5170], [2.7411, 3.6143, -3.0118], [1.9037, 4.6154, -1.8290], [-0.0288, 2.0798, -4.6927], [-0.2878, 0.6715, -3.6585], [1.3409, 1.0898, -4.1858], [-1.4712, 3.8723, -2.7273], [-1.0454, 3.9488, -1.0092], [-1.8255, 2.5114, -1.6483], [2.9910, 0.9960, -2.2565], [4.1199, -0.4312, -0.5815], [3.0657, -0.6961, 1.6776]], "forces_ev_per_angstrom": [[0.40, 0.68, -0.34], [0.07, -0.28, 0.26], [0.00, 0.10, -0.21], [-0.11, -0.23, 0.13], [0.21, 0.18, -0.08], [-0.25, -0.41, 0.15], [0.01, 0.09, -0.03], [0.00, 0.09, 0.13], [0.16, -0.17, 0.11], [-0.01, 0.00, -0.05], [0.00, -0.01, 0.06], [-0.01, -0.01, -0.01], [0.00, -0.01, -0.02], [0.00, 0.00, 0.01], [0.00, -0.01, -0.05], [0.00, 0.00, -0.01], [0.00, 0.00, 0.00], [-0.01, -0.01, -0.01], [0.00, -0.01, 0.00], [0.00, 0.00, 0.01], [-0.06, -0.07, 0.05], [-0.07, 0.03, -0.02], [0.01, 0.05, 0.09], [0.10, 0.00, -0.11], [0.05, 0.02, -0.02], [0.00, -0.02, 0.02], [0.04, -0.01, -0.03], [-0.03, -0.02, 0.04], [-0.21, 0.23, -0.08], [-0.03, -0.11, 0.29], [-0.23, -0.13, -0.23], [-0.02, 0.01, -0.03], [0.02, -0.02, -0.01], [0.00, 0.02, 0.02], [-0.01, 0.02, -0.02], [-0.02, -0.02, 0.01], [0.03, 0.00, 0.00], [-0.02, 0.01, 0.00], [0.02, 0.02, 0.02], [0.00, -0.03, 0.01], [0.00, 0.01, -0.02], [0.00, 0.00, 0.00], [0.00, 0.01, -0.01]], "mulliken_charge": [1.54, -0.37, -0.28, -0.09, -0.29, -0.37, -0.29, 0.82, -0.97, 0.30, -0.58, -0.43, -0.51, -0.40, -0.41, 0.54, 0.35, 0.36, 0.35, 0.44, -1.09, 0.13, -1.05, -1.07, 0.48, -0.18, -1.12, 0.02, -0.64, 0.47, -0.64, 0.32, 0.33, 0.34, 0.33, 0.30, 0.33, 0.30, 0.36, 0.33, 0.28, 0.37, 0.41]}


Entry 2:
{"formula": "C13H22AuN7O2Sb", "method": "wB97M-V/def2-TZVPD", "orbital_gap_ev": 6.958, "charge": 3, "multiplicity": 1, "elements": ["Au", "N", "C", "N", "C", "N", "N", "C", "N", "C", "C", "C", "C", "C", "N", "H", "H", "H", "H", "H", "H", "H", "H", "C", "Sb", "C", "C", "H", "H", "H", "H", "H", "H", "H", "H", "H", "N", "C", "C", "O", "O", "H", "H", "H", "H", "H"], "coordinates": [[-0.2271, 0.0762, -0.1334], [2.2823, -2.4028, -0.3536], [2.5460, -1.5040, 0.5970], [3.6442, -1.6481, 1.3069], [3.9124, -0.6994, 2.2099], [4.9982, -0.8013, 2.9423], [3.1174, 0.4012, 2.4204], [2.0517, 0.4469, 1.6956], [1.6738, -0.4622, 0.7647], [1.1302, 1.6013, 1.8943], [1.3652, 2.5466, 2.8709], [0.4245, 3.5415, 3.0969], [-0.7459, 3.5416, 2.3511], [-0.9206, 2.5800, 1.3788], [0.0147, 1.6475, 1.1290], [2.9593, -3.1335, -0.5079], [1.5074, -2.2933, -0.9831], [5.6181, -1.5871, 2.8173], [5.2217, -0.0934, 3.6237], [2.2738, 2.4669, 3.4505], [0.5905, 4.2888, 3.8616], [-1.5229, 4.2746, 2.5181], [-1.8250, 2.5396, 0.7926], [-1.1713, 3.4093, -1.8570], [-1.4879, 1.3313, -2.0294], [-0.4451, 0.6163, -3.7112], [-3.5488, 0.9449, -2.2142], [-1.4204, 3.8475, -2.8243], [-0.1269, 3.6072, -1.6261], [-1.8227, 3.8346, -1.0989], [-0.9162, 1.0689, -4.5848], [-0.5256, -0.4656, -3.7649], [0.5961, 0.9262, -3.6557], [-3.8795, 1.4921, -3.0982], [-4.0796, 1.3098, -1.3380], [-3.7263, -0.1177, -2.3554], [-2.3027, -4.6240, -0.1492], [-1.5410, -3.8009, -1.1503], [-1.2569, -2.4469, -0.5073], [-1.6673, -2.1971, 0.6078], [-0.5518, -1.6321, -1.2444], [-3.2059, -4.9433, -0.5076], [-2.4687, -4.0312, 0.6827], [-1.7859, -5.4557, 0.1463], [-2.1378, -3.6873, -2.0526], [-0.6180, -4.3138, -1.4110]], "forces_ev_per_angstrom": [[0.51, 0.09, -0.17], [-0.11, -0.18, 0.06], [0.09, 0.05, -0.10], [-0.04, 0.03, -0.02], [-0.05, 0.03, 0.01], [0.01, -0.02, 0.01], [0.04, -0.04, -0.04], [0.04, 0.11, -0.01], [-0.33, -0.02, 0.38], [0.07, -0.12, 0.02], [-0.01, -0.01, -0.02], [-0.03, -0.02, -0.02], [0.03, 0.01, 0.01], [-0.01, 0.05, -0.05], [-0.02, -0.16, -0.02], [0.03, 0.03, -0.02], [0.06, 0.07, -0.05], [0.00, 0.00, 0.00], [0.00, 0.00, 0.00], [0.00, 0.00, 0.00], [0.00, 0.01, 0.00], [0.00, 0.00, 0.00], [0.00, 0.00, 0.03], [-0.01, 0.00, -0.04], [-0.19, -0.06, 0.00], [-0.08, 0.08, -0.07], [0.01, 0.05, -0.02], [0.01, -0.03, -0.03], [0.00, -0.02, 0.01], [-0.01, 0.01, -0.01], [0.03, -0.01, -0.02], [0.00, -0.01, 0.04], [0.00, 0.00, 0.02], [-0.02, -0.01, 0.01], [0.02, -0.01, 0.01], [0.04, -0.01, 0.02], [-0.02, -0.07, -0.03], [-0.05, -0.06, 0.08], [0.07, 0.05, 0.01], [-0.07, -0.12, -0.03], [-0.05, 0.19, 0.07], [0.01, 0.00, 0.00], [0.03, 0.05, -0.01], [0.00, 0.01, 0.01], [0.02, 0.02, -0.01], [0.01, 0.02, -0.02]], "mulliken_charge": [0.79, -0.26, 0.44, -0.65, 0.38, -0.28, -0.57, -0.10, -0.53, 1.23, -0.33, -0.47, -0.96, -0.24, -0.09, 0.26, 0.17, 0.27, 0.26, 0.57, 0.48, 0.46, 0.85, -1.13, 0.55, -1.05, -1.12, 0.48, 0.42, 0.43, 0.43, 0.31, 0.41, 0.43, 0.42, 0.36, -0.22, -0.70, 1.03, -0.65, -0.79, 0.37, 0.34, 0.37, 0.32, 0.32]}


Entry 3:
{"formula": "C10H16NO", "method": "wB97M-V/def2-TZVPD", "e_above_lowest_kcal_mol": 25.2, "orbital_gap_ev": 9.404, "charge": 1, "multiplicity": 1, "smiles": "CC1=CC[C@@H]2[C@H]3[C@H](C)[NH2+][C@@]3(O)[C@H]12", "elements": ["C", "C", "C", "C", "C", "C", "C", "C", "N", "C", "O", "C", "H", "H", "H", "H", "H", "H", "H", "H", "H", "H", "H", "H", "H", "H", "H", "H"], "coordinates": [[-1.4639, -2.4025, -1.5982], [-0.3111, -1.9248, -0.8148], [0.3171, -2.5657, 0.1455], [1.4551, -1.8862, 0.8386], [1.2838, -0.4254, 0.1771], [0.4303, 0.5529, 0.9325], [0.7111, 2.1135, 0.6443], [0.1259, 2.9876, 1.7705], [-0.1442, 1.9598, -0.6631], [-0.5824, 0.5399, -0.2637], [-1.9526, 0.4275, -0.2261], [0.2548, -0.5153, -1.0391], [-2.3169, -2.1677, -1.1253], [-1.3383, -3.4463, -1.7830], [-1.6392, -1.8827, -2.5170], [0.1895, -3.7015, 0.4443], [1.0728, -2.0264, 1.8854], [2.3498, -2.3563, 0.5294], [2.2330, -0.0744, -0.1726], [0.0452, 0.2085, 1.8923], [1.7300, 2.4088, 0.4813], [-0.9640, 2.8482, 1.7485], [0.4145, 3.9637, 1.4839], [0.4567, 2.5360, 2.7290], [-0.9296, 2.6652, -0.8503], [0.4649, 2.0765, -1.5281], [-2.3943, 0.3304, -0.9981], [0.5022, -0.2434, -2.1233]], "forces_ev_per_angstrom": [[2.29, -0.34, -1.35], [0.07, 1.29, -0.73], [0.57, -3.51, 0.37], [-3.20, 1.65, -0.79], [1.24, -1.65, -0.33], [-1.25, 1.19, -0.77], [-1.43, -2.25, 1.66], [-0.79, -2.17, -1.27], [0.58, 2.75, -1.19], [-0.45, -0.70, -1.66], [2.57, 1.12, 5.16], [-0.06, -0.31, 0.98], [-3.28, 0.15, 2.25], [-0.43, -0.73, -0.18], [0.65, 0.24, -1.03], [-0.30, 2.45, -0.82], [1.57, 0.81, -0.36], [1.21, -0.41, 0.48], [0.71, 0.49, 0.27], [0.34, 0.53, 0.18], [0.42, -0.16, -0.68], [0.15, 0.37, 0.14], [0.10, 1.36, 0.80], [0.21, 0.94, -0.56], [1.11, -1.19, 0.91], [-0.83, -0.69, 1.21], [-1.69, -0.70, -4.16], [-0.09, -0.53, 1.47]], "mulliken_charge": [-1.95, 0.53, -0.52, -0.95, -0.31, -0.13, -0.35, -1.32, -0.20, 0.34, -0.57, -0.14, 0.43, 0.46, 0.42, 0.31, 0.34, 0.41, 0.60, 0.51, 0.49, 0.35, 0.41, 0.34, 0.38, 0.41, 0.38, 0.32]}


Entry 4:
{"formula": "C33H41BCl2N4O2P2Pb", "method": "wB97M-V/def2-TZVPD", "orbital_gap_ev": 7.110, "multiplicity": 1, "elements": ["Pb", "C", "P", "C", "N", "C", "C", "C", "C", "C", "C", "N", "C", "P", "C", "C", "C", "C", "C", "C", "C", "C", "C", "H", "H", "H", "H", "H", "H", "H", "H", "H", "H", "H", "H", "H", "H", "H", "H", "H", "H", "H", "H", "H", "H", "H", "H", "H", "H", "H", "H", "Cl", "C", "C", "C", "C", "C", "Cl", "C", "N", "C", "C", "C", "C", "C", "C", "C", "C", "O", "O", "H", "H", "H", "H", "H", "H", "H", "H", "H", "H", "B", "C", "N", "H", "H", "H"], "coordinates": [[1.1056, 0.9364, 1.0745], [-2.5302, -0.7141, -0.1812], [-0.9592, -0.7381, -1.1438], [-1.6548, -0.0529, -2.7217], [-1.8425, -0.8330, -3.7525], [-2.4301, -0.3090, -4.8621], [-2.6375, -1.1270, -5.9964], [-3.2756, -0.6179, -7.0907], [-3.7337, 0.7208, -7.1010], [-3.5374, 1.5292, -6.0186], [-2.8711, 1.0241, -4.8792], [-2.6241, 1.8431, -3.8209], [-1.9976, 1.3479, -2.7887], [-1.4789, 2.5089, -1.4327], [-2.8553, 3.7176, -1.5357], [-0.0771, 3.4046, -2.3131], [0.9107, 2.3457, -2.8129], [0.6033, 4.2801, -1.2551], [-0.5139, 4.2861, -3.4803], [-0.6866, -2.5567, -1.4668], [-1.9115, -3.3435, -1.9330], [0.4739, -2.6884, -2.4577], [-0.2301, -3.1287, -0.1169], [-3.3559, -1.1908, -0.7096], [-2.7893, 0.3231, 0.0349], [-2.3543, -1.2038, 0.7765], [-2.2855, -2.1496, -5.9606], [-3.4384, -1.2411, -7.9603], [-4.2392, 1.1027, -7.9782], [-3.8686, 2.5593, -6.0031], [-3.1140, 3.9632, -2.5634], [-2.5725, 4.6216, -0.9944], [-3.7284, 3.2923, -1.0397], [1.1714, 1.6272, -2.0324], [1.8318, 2.8301, -3.1479], [0.5034, 1.7881, -3.6588], [1.0010, 3.6808, -0.4350], [-0.0883, 5.0146, -0.8357], [1.4327, 4.8289, -1.7092], [-1.0657, 3.7244, -4.2328], [0.3748, 4.7138, -3.9542], [-1.1394, 5.1151, -3.1467], [-2.3031, -2.9743, -2.8773], [-2.7065, -3.3219, -1.1849], [-1.6216, -4.3903, -2.0665], [0.2065, -2.3056, -3.4417], [0.7367, -3.7453, -2.5604], [1.3629, -2.1721, -2.0879], [-1.0130, -3.0550, 0.6402], [0.6653, -2.6195, 0.2416], [0.0029, -4.1896, -0.2493], [3.4861, -0.4737, 5.1932], [2.4735, -0.1881, 3.7611], [2.2972, 0.9848, 3.1764], [-2.0728, -0.6632, 4.8254], [-1.8640, -1.8834, 4.2717], [-0.5007, -2.2682, 3.8935], [-0.3827, -3.9865, 3.4019], [1.7995, -1.3956, 3.2809], [2.3841, -2.5338, 3.1119], [3.7827, -2.8729, 3.2250], [4.0748, -3.8930, 4.1191], [5.3780, -4.3257, 4.2731], [6.3772, -3.7391, 3.5089], [6.0637, -2.7372, 2.6066], [4.7610, -2.2701, 2.4340], [4.5039, -1.1836, 1.4200], [3.3911, -1.5115, 0.4136], [3.6092, -2.3099, -0.4778], [2.2526, -0.9447, 0.6363], [2.8670, 1.8120, 3.5959], [-2.9765, -0.4800, 5.3901], [-2.5782, -2.6809, 4.4295], [1.7811, -3.3055, 2.8355], [3.2726, -4.3256, 4.7045], [5.6090, -5.1113, 4.9792], [7.4024, -4.0704, 3.6072], [6.8468, -2.3013, 2.0000], [5.4196, -1.0446, 0.8487], [4.2728, -0.2490, 1.9338], [-0.4924, -1.9365, 5.4782], [0.2954, -1.3162, 3.0147], [-0.2326, -0.4830, 2.2520], [-1.4297, 0.1748, 4.6069], [-0.7644, -2.7752, 6.2717], [0.1459, -0.9767, 5.7716]], "forces_ev_per_angstrom": [[0.01, 0.04, 0.04], [0.00, 0.01, 0.02], [-0.03, -0.01, -0.04], [0.02, -0.09, -0.03], [0.01, 0.02, 0.01], [-0.02, -0.01, -0.02], [0.01, 0.00, 0.02], [-0.01, 0.03, -0.01], [0.01, -0.03, -0.01], [0.01, 0.00, 0.02], [-0.01, 0.00, -0.03], [0.02, 0.02, 0.01], [-0.04, 0.06, 0.00], [-0.02, 0.00, 0.01], [0.00, 0.00, 0.01], [0.02, -0.02, 0.00], [0.00, 0.01, 0.00], [-0.01, -0.01, 0.00], [0.00, 0.00, 0.00], [0.00, 0.00, 0.03], [0.00, 0.00, 0.00], [0.00, 0.01, 0.01], [0.00, -0.02, -0.02], [0.01, 0.00, 0.00], [0.00, 0.00, 0.00], [-0.01, 0.00, -0.02], [0.00, 0.00, 0.00], [0.00, 0.00, 0.00], [0.00, 0.00, 0.00], [0.00, 0.00, 0.00], [0.00, 0.00, 0.00], [0.00, 0.01, 0.00], [0.00, 0.00, 0.00], [0.01, -0.01, 0.01], [0.00, 0.01, 0.00], [0.00, 0.00, 0.00], [0.00, 0.01, -0.01], [-0.01, 0.01, 0.00], [0.01, 0.01, -0.01], [-0.01, -0.01, 0.00], [0.00, 0.00, -0.01], [0.00, 0.01, 0.00], [0.00, -0.01, 0.01], [-0.01, 0.00, 0.00], [0.00, -0.01, 0.00], [0.00, 0.00, -0.01], [-0.01, 0.00, -0.01], [0.00, 0.00, -0.01], [0.00, 0.00, 0.00], [0.00, 0.00, 0.01], [0.01, 0.00, 0.01], [-0.01, 0.01, -0.02], [0.05, 0.05, 0.13], [0.03, -0.02, 0.06], [0.02, -0.01, 0.01], [0.03, -0.01, -0.02], [-0.01, 0.00, 0.04], [-0.02, 0.01, -0.01], [-0.09, 0.04, -0.10], [0.10, -0.05, -0.01], [-0.01, 0.04, -0.02], [0.00, -0.01, 0.02], [0.00, 0.02, -0.03], [-0.03, 0.01, 0.01], [0.00, -0.02, 0.03], [-0.05, -0.08, -0.03], [0.08, 0.12, 0.01], [0.04, -0.15, 0.16], [0.04, -0.02, -0.03], [-0.16, 0.07, -0.19], [0.00, 0.01, -0.01], [0.00, 0.01, 0.01], [-0.01, 0.00, 0.00], [0.00, 0.01, 0.01], [0.00, 0.00, 0.00], [0.00, 0.00, 0.00], [0.00, 0.00, 0.00], [0.00, 0.00, 0.00], [0.03, 0.02, 0.00], [0.03, -0.01, -0.02], [-0.02, -0.02, 0.02], [-0.11, 0.08, -0.12], [0.10, -0.13, 0.11], [-0.01, 0.00, 0.00], [0.01, 0.00, 0.01], [-0.01, 0.01, -0.01]], "mulliken_charge": [1.08, -1.33, 0.85, 0.29, -0.06, 0.22, -0.64, -0.55, -0.54, -0.40, 0.00, -0.34, -0.19, 0.38, -1.60, 1.90, -1.81, -1.58, -1.74, 2.08, -1.92, -1.90, -1.85, 0.46, 0.38, 0.32, 0.44, 0.40, 0.39, 0.45, 0.39, 0.40, 0.42, 0.15, 0.56, 0.33, 0.13, 0.34, 0.47, 0.28, 0.50, 0.34, 0.20, 0.38, 0.57, 0.29, 0.52, 0.27, 0.36, 0.03, 0.66, -0.20, 0.22, -0.99, -0.80, -0.72, 0.99, -0.23, -0.06, 0.52, 0.13, -0.55, -0.70, -0.72, -1.00, 0.86, -0.77, 0.17, -0.67, -0.07, 0.47, 0.29, 0.36, 0.38, 0.50, 0.40, 0.39, 0.39, 0.54, 0.25, 0.26, 0.40, -0.91, 0.24, -0.10, -0.05]}


| no. | electronic energy (eV) |
| --- | --- |
| 1 | -248243.976 |
| 2 | -38569.131 |
| 3 | -14157.663 |
| 4 | -94486.271 |